[1]
C35H52CoOP4S | ωB97M-V/def2-TZVPD

The geometry in XYZ format:
```
94
Properties=species:S:1:pos:R:3
Co -1.13368 0.09763 -2.27151
P -2.09382 1.63672 -1.09245
P -2.09923 -1.53941 -0.28437
P 1.06391 1.19542 -1.96351
H -0.86153 -2.94356 -2.68179
C 0.23201 -3.12241 -2.57414
C 0.82207 -2.45739 -1.59241
H 0.31440 -1.97885 -0.64947
C -3.31323 1.83189 -2.49329
C -3.19250 1.68790 0.36106
C -1.56070 3.39258 -0.93986
C -2.07027 -3.36620 -0.10285
C -2.28611 -1.15035 1.50314
C -3.82926 -1.29625 -0.91150
C 2.58710 0.24589 -2.31262
C 1.53356 2.08657 -0.42066
C 1.08140 2.58182 -3.24264
H 0.68298 -3.60217 -3.45898
H 1.89710 -2.39537 -1.43012
H -3.87588 2.74885 -2.29572
H -4.00580 0.98193 -2.49505
H -2.76375 1.93785 -3.43949
H -3.96187 2.45940 0.19286
H -2.58167 1.95067 1.22826
H -3.70694 0.74241 0.53877
H -2.47064 4.01018 -0.93153
H -0.92726 3.73273 -1.76045
H -1.08618 3.56516 0.03206
H -3.10875 -3.74544 -0.18108
H -1.63563 -3.61465 0.87963
H -1.43474 -3.81414 -0.87676
H -3.32393 -1.04303 1.86742
H -1.70156 -0.24307 1.74876
H -1.81618 -1.94418 2.09062
H -4.36851 -2.11890 -0.43348
H -3.82979 -1.38004 -2.00180
H -4.26122 -0.33166 -0.63298
H 3.38140 0.90158 -2.70248
H 2.38324 -0.55135 -3.03579
H 2.94934 -0.20858 -1.38140
H 2.64691 2.09767 -0.27419
H 1.06176 1.61818 0.47461
H 1.18129 3.12312 -0.55220
H 1.78707 2.17726 -3.99476
H 1.53943 3.53785 -2.82938
H 0.07778 2.85116 -3.65826
C 0.05259 -1.35767 -6.01918
C -0.32368 -0.77568 -7.24079
C 0.33906 -1.12138 -8.45801
C 1.32748 -2.10583 -8.48355
C 1.59576 -2.78053 -7.29779
C 0.95238 -2.43503 -6.09149
S -0.44158 -0.66808 -4.30860
H -1.79011 -0.15977 -3.94227
H -1.19429 -0.10127 -7.22198
H 0.04266 -0.67889 -9.38902
H 1.79874 -2.44141 -9.42039
H 2.24323 -3.65141 -7.28113
H 1.07080 -3.01529 -5.16429
O -0.08695 0.72851 1.74280
P 0.60765 0.51406 3.06873
C -0.39454 -0.37615 4.28209
C -1.40730 0.35729 4.93621
C -2.26464 -0.30542 5.82499
C -2.13582 -1.68495 6.04641
C -1.12611 -2.40113 5.38810
C -0.24400 -1.75882 4.51376
C 2.05646 -0.52497 2.77186
C 2.84473 -0.86010 3.88399
C 3.97845 -1.65544 3.69931
C 4.34481 -2.08501 2.40744
C 3.56910 -1.70112 1.29440
C 2.41751 -0.92429 1.47064
C 1.09313 2.04311 3.86609
C 1.42232 2.08395 5.23531
C 1.90391 3.27140 5.80102
C 2.06774 4.42946 5.02986
C 1.71769 4.38674 3.67636
C 1.21322 3.21838 3.09119
H -1.53865 1.43116 4.75093
H -3.04274 0.24712 6.34667
H -2.80871 -2.22379 6.72826
H -0.98694 -3.47388 5.53280
H 0.54957 -2.29517 3.98294
H 2.57852 -0.51344 4.89052
H 4.59232 -1.93754 4.56478
H 5.22774 -2.72211 2.25782
H 3.86219 -2.00578 0.28237
H 1.78745 -0.63029 0.61862
H 1.29058 1.19375 5.86400
H 2.14421 3.28530 6.86457
H 2.44461 5.34542 5.48447
H 1.83339 5.28255 3.06124
H 0.89397 3.20801 2.03968
```

## Properties
2S+1: 5
E_HOMO (spin up / spin down): -15.46 / -15.46 eV
Expectation value of S²: 6.03
Total charge: +3
LUMO (spin up / spin down): -9.48 / -12.31 eV

***

[2]
C35H52F2MnN7O6PS2Si | ωB97M-V/def2-TZVPD

The geometry in XYZ format:
```
107
Properties=species:S:1:pos:R:3
Mn -1.23654 0.07734 1.04958
C 0.56839 5.34184 -0.85083
N -0.82799 4.99140 -1.00758
C -1.74537 5.74557 -1.71335
C -2.90206 5.07085 -1.71140
N -2.70523 3.89811 -0.98669
C -1.41002 3.85437 -0.53484
S -0.57718 2.66597 0.31290
C -3.74439 2.92987 -0.79325
C -4.81693 2.91155 -1.67972
C -5.82929 1.99937 -1.44206
C -5.73834 1.15331 -0.34906
C -4.61382 1.24351 0.45279
N -3.62796 2.11379 0.23189
H 0.92341 5.79951 -1.77177
H 1.13165 4.43101 -0.65953
H 0.70172 6.04375 -0.02544
H -1.49033 6.69187 -2.15456
H -3.85441 5.34483 -2.12111
H -4.85362 3.54740 -2.55148
H -6.67455 1.94811 -2.11564
H -6.51030 0.43137 -0.12368
H -4.47944 0.59388 1.30860
F -4.34180 -1.42246 5.41983
C -4.08171 -1.55294 4.09871
C -3.11312 -0.76310 3.51183
C -2.81865 -0.88951 2.15588
C -3.56611 -1.81863 1.39628
C -4.53362 -2.58605 2.03776
F -5.28830 -3.49203 1.35969
C -4.80978 -2.48260 3.38646
C -3.30619 -1.87396 -0.06957
C -3.89548 -2.77324 -0.96308
C -3.61630 -2.67629 -2.31432
C -2.74316 -1.70290 -2.77021
C -2.16015 -0.87778 -1.82800
N -2.43731 -0.95422 -0.52973
H -2.59313 -0.03372 4.12555
H -5.56616 -3.09774 3.85090
H -4.56458 -3.53518 -0.60338
H -4.07531 -3.36991 -3.00784
H -2.49190 -1.60338 -3.81702
H -1.41642 -0.13867 -2.10743
N 1.76568 3.30922 2.71534
C 2.14242 1.86496 2.84208
P 0.72063 1.21609 3.86033
O 0.46184 2.39738 4.75960
O -0.33300 0.74856 2.90182
C 1.22658 -0.24956 4.80070
N 0.07827 -0.71848 5.59735
H 1.24768 3.49438 3.61875
H 1.09596 3.40302 1.92337
H 2.55766 3.92832 2.57905
H 3.09341 1.80937 3.36892
H 2.20710 1.40624 1.85398
H 2.07360 -0.03674 5.45288
H 1.51860 -1.03488 4.10048
H -0.78103 -0.58007 5.06962
H -0.00980 -0.16240 6.43898
H 0.33449 -2.63207 4.94209
C 1.03937 0.84334 -4.45091
C 1.88846 0.82490 -3.18485
C 3.35857 0.61044 -3.54041
C 1.72151 2.13349 -2.41997
O 1.40509 -0.26382 -2.40917
Si 1.65848 -0.76157 -0.84717
O 0.50107 -0.32143 0.13065
O 1.87901 -2.39211 -0.90913
C 1.72521 -3.42480 -1.88052
C 2.14404 -4.71440 -1.18417
C 2.60932 -3.17643 -3.10099
C 0.27002 -3.49668 -2.31148
O 3.11362 -0.10026 -0.37809
C 4.16851 -0.67257 0.39560
C 3.61280 -1.45805 1.58108
C 5.01194 0.50298 0.87483
C 5.02233 -1.58993 -0.47437
H 1.36272 1.63714 -5.12731
H -0.01067 1.00500 -4.19747
H 1.12500 -0.11356 -4.96825
H 3.74033 1.46333 -4.10611
H 3.47905 -0.28668 -4.14946
H 3.94558 0.49571 -2.63023
H 2.06283 2.97695 -3.02658
H 2.30191 2.10011 -1.49477
H 0.67434 2.28131 -2.15462
H 3.18136 -4.64100 -0.85169
H 2.05793 -5.56367 -1.86505
H 1.51557 -4.89301 -0.31170
H 3.66286 -3.15259 -2.82218
H 2.34760 -2.22769 -3.56614
H 2.46648 -3.97633 -3.83050
H -0.37697 -3.67129 -1.44921
H 0.11897 -4.30447 -3.03142
H -0.01617 -2.55606 -2.77678
H 2.90619 -0.84196 2.14419
H 4.41891 -1.77349 2.24645
H 3.07496 -2.34051 1.23443
H 4.39443 1.20399 1.43937
H 5.43353 1.03346 0.01905
H 5.82941 0.16261 1.51281
H 4.43440 -2.44347 -0.79986
H 5.88383 -1.95328 0.09038
H 5.38301 -1.05184 -1.35351
S -0.42320 -3.60864 1.60937
C -0.03933 -3.45295 3.12633
N 0.26745 -3.39779 4.27808
```

## Properties
2S+1: 6
E_HOMO (spin up / spin down): -6.62 / -7.86 eV
Expectation value of S²: 8.75
LUMO (spin up / spin down): -0.16 / -0.16 eV

***

Values of calculated total energy, in order: -4585.35081; -4977.93494, all in Eh.
Values of F_max, in order: 4.3; 0.6, all in eV Å⁻¹.
Values of energy above the lowest of the compared OMol25 structures with the same formula, charge and spin, in order: 5.823; 0.463, all in eV.